No. 1
Here is C27H37MnN4OSSe4Si as an isolated structure from the Open Molecules 2025 dataset. Energies are from ωB97M-V with the def2-TZVPD basis set.

Structure (XYZ):
```
76
Properties=species:S:1:pos:R:3:forces:R:3
Se -0.674532 -2.816837 2.414474 -0.3 0.1 -0.1
Se 1.686343 -0.851567 4.599323 0.0 0.0 -0.2
Se 0.959350 -2.318781 0.878404 0.4 -0.3 -0.2
Se 0.308654 -2.574740 4.564400 0.1 0.0 0.0
Mn 1.480623 0.053185 0.862706 -0.3 -0.3 0.4
S -0.419593 0.771974 1.929147 -0.2 0.4 -0.3
Si 1.259112 -0.010576 -1.361353 -0.3 -0.2 1.0
O 8.066040 -0.725937 2.778803 0.0 0.0 0.0
N 8.489897 -0.646318 0.552123 -0.1 -0.1 0.1
N -2.304295 0.026188 0.143422 0.1 -0.1 0.1
N 3.465356 -0.372979 0.885455 0.3 0.1 0.2
N -2.945544 0.177356 2.328794 0.1 0.2 0.4
C -3.594021 -0.503439 -0.305208 0.1 0.2 0.1
C 3.983568 -0.762022 -4.306885 0.1 0.0 0.0
C 4.240331 -1.059595 0.040560 -0.1 0.0 0.1
C 4.706080 1.251037 -3.183429 0.0 0.0 0.0
C 5.600039 -1.204564 0.233817 0.1 -0.1 -0.1
C -1.702598 0.002292 -4.213400 0.1 0.1 0.0
C -0.697608 -1.809295 -2.350071 -0.2 0.0 -0.1
C -2.184412 -1.301807 -4.175894 0.0 0.0 0.0
C -4.706326 0.543877 -0.410782 0.0 0.0 -0.1
C 7.673183 -0.675932 1.635275 0.0 -0.1 0.0
C -3.512755 2.451988 -1.652994 0.0 0.0 0.0
C -1.990873 0.278087 1.410756 -0.1 -0.1 0.2
C -0.177037 -0.510187 -2.403931 -0.3 0.0 -0.1
C -1.684858 -2.205392 -3.247574 0.1 0.0 0.1
C 4.905009 0.268797 -4.148931 0.0 0.0 0.0
C 5.376334 0.003737 2.273772 -0.1 0.1 0.1
C 3.597236 1.182968 -2.352413 0.2 0.0 0.0
C 6.188426 -0.630726 1.349753 0.2 0.0 -0.1
C 2.662628 0.151251 -2.506156 0.3 0.5 -0.1
C -0.694947 0.394708 -3.341768 0.0 0.0 -0.1
C -5.791952 1.242862 3.350791 0.0 0.0 0.0
C 4.031845 0.121105 2.001484 0.1 0.0 -0.3
C -2.746780 0.386405 3.775226 -0.2 -0.1 -0.2
C 2.856320 -0.812349 -3.499578 0.0 0.0 -0.2
C -5.112726 0.900310 4.677099 0.0 0.0 -0.1
C -3.954831 -0.094789 4.572405 -0.1 0.1 -0.1
C -4.636601 1.413830 -1.667934 0.1 0.1 0.1
H -3.570407 3.100804 -2.529601 0.0 0.0 0.0
H -5.657577 0.005783 -0.399039 0.0 0.0 0.0
H -2.063700 -3.220123 -3.218902 0.0 0.0 0.0
H 5.781557 0.307853 -4.785586 -0.1 0.0 0.0
H -4.531489 0.763385 -2.542621 0.0 0.0 0.0
H -2.094267 0.706728 -4.938221 0.0 0.0 0.1
H 5.416871 2.061497 -3.076717 0.0 0.0 0.0
H -3.889171 0.014018 2.018202 0.0 0.0 0.0
H -1.556088 0.102351 -0.522191 0.1 0.0 -0.1
H -6.089091 0.335990 2.808174 0.0 0.1 0.0
H 2.130422 -1.609196 -3.641466 0.0 0.1 0.0
H -0.325147 -2.516048 -1.617124 0.0 0.0 0.0
H 3.376180 0.640631 2.685474 -0.1 0.1 0.0
H 6.175733 -1.783625 -0.479908 0.0 0.1 0.0
H -3.582766 3.089129 -0.766793 0.0 0.0 0.0
H 3.756822 -1.508157 -0.813786 0.0 0.0 0.0
H 9.483372 -0.643213 0.710826 0.0 0.0 0.0
H 5.797044 0.406679 3.185481 0.0 0.0 -0.1
H -5.590773 1.932073 -1.775127 0.0 0.0 0.0
H 3.459004 1.932472 -1.576936 0.0 -0.1 -0.1
H 4.138505 -1.518797 -5.066717 0.0 0.0 0.0
H 8.149052 -0.492761 -0.377898 0.0 0.0 0.0
H -3.886352 -1.314435 0.368208 0.0 0.0 0.0
H -2.555230 1.443479 3.969710 0.0 0.1 0.0
H -0.301629 1.409346 -3.406423 -0.1 -0.2 0.0
H -4.699499 1.194780 0.470351 0.0 0.0 0.0
H -5.855464 0.485758 5.360193 0.0 0.0 0.0
H -6.698011 1.827542 3.514949 0.0 0.0 0.0
H -3.420900 -0.950256 -1.281573 0.0 -0.1 -0.1
H -4.741326 1.820648 5.135355 0.0 0.0 0.1
H -2.523970 1.988798 -1.653223 0.0 0.0 0.0
H -3.606221 -0.324448 5.579708 0.0 0.0 0.0
H 1.832266 1.550850 0.495262 0.0 0.0 -0.4
H -2.954977 -1.613112 -4.872158 0.1 0.0 0.0
H -5.142726 1.842861 2.705019 0.0 -0.1 0.0
H -1.855666 -0.164853 4.062899 0.1 -0.1 0.0
H -4.308483 -1.038580 4.142474 0.0 0.0 0.1
```
Forces are in eV/Å.

Its orbital gap (spin up / spin down) is 0.2403 / 0.2340 Eh. As for the charge: +1. For the lowest unoccupied orbital energy (spin up / spin down), the calculation gives -3.524 / -4.074 eV. The relative energy (zero: lowest compared OMol25 entry of this formula, charge and spin) is 1.350 eV. The spin multiplicity is 4. The calculation puts the total energy at -12789.5368 Ha.



No. 2
Here is one molecule with the formula C27H37N3O6S from the Open Molecules 2025 dataset. Energies are from ωB97M-V with the def2-TZVPD basis set.

Structure (XYZ):
```
74
Properties=species:S:1:pos:R:3:forces:R:3
S 2.366133 1.433288 1.410229 0.1 0.1 0.0
O -0.381717 -2.783671 3.708754 -0.5 0.0 0.0
O 3.753073 1.398406 1.768934 0.1 0.2 -0.3
O -5.047330 -3.135464 3.165946 0.6 0.0 0.0
O -2.566596 0.156974 -2.983600 -0.1 0.0 0.1
O 1.481668 0.476951 2.017553 -0.3 0.3 -0.2
O -2.594630 -3.568359 4.613460 0.2 0.1 -0.5
N 1.789392 2.951648 1.766258 0.4 -1.1 -0.1
N 1.840145 0.689210 -4.483395 -0.1 0.2 -0.1
N -0.371651 0.573777 -2.870660 -0.1 0.2 -0.4
C 3.239826 1.174909 -2.531756 -0.2 -0.1 -0.1
C 2.141803 1.490583 -6.747783 0.3 -0.2 0.0
C -2.482383 -0.935888 -0.332349 0.4 0.3 -0.7
C 2.243835 1.252278 -0.366073 0.2 0.0 0.6
C -3.735416 -3.840578 5.392717 -0.4 -0.2 0.4
C -0.016028 3.538896 3.337015 0.0 -0.1 -0.3
C -1.353071 -1.865175 1.684006 -0.1 0.0 0.0
C 3.364292 1.350387 -1.164563 0.1 0.1 0.2
C 1.631893 0.165070 -7.304307 -0.2 0.2 0.1
C -1.405231 -0.710396 -1.099945 -0.4 -0.3 0.5
C -1.437475 -2.507908 2.904427 -0.1 -0.2 0.2
C -3.741794 -2.024529 1.450389 0.1 0.1 -0.2
C -2.509794 -1.616927 0.940612 -0.1 -0.4 0.7
C 1.402569 -0.619168 -4.948086 -0.3 -0.3 -0.1
C 2.009679 0.866641 -3.112333 0.0 0.0 0.4
C 2.596804 5.283610 1.952937 0.0 -0.3 -0.1
C 1.000065 1.007213 -0.914506 -0.1 0.0 -0.1
C -2.687124 -2.936611 3.414204 0.1 0.0 0.1
C 0.692335 -0.482099 -6.291585 0.3 -0.2 0.0
C 0.915528 -2.462100 3.253406 0.2 0.2 -0.1
C 2.532029 4.008554 1.120442 0.4 0.5 -0.2
C 0.357577 3.099338 1.923561 -0.6 -0.1 0.3
C 0.866004 0.789364 -2.278641 0.4 0.1 0.4
C -6.220725 -2.873622 2.438504 -0.2 0.0 -0.1
C 2.807179 1.276558 -5.387852 -0.1 0.4 -0.2
C -1.530057 0.031940 -2.356102 -0.1 0.2 -0.3
C -3.846184 -2.691738 2.662008 0.0 -0.1 0.3
H 0.135039 0.994694 -0.272927 -0.1 0.0 0.0
H 2.859330 1.942220 -7.434255 0.0 0.1 0.0
H -3.432271 -0.564522 -0.699016 -0.1 0.0 -0.1
H 1.584112 -2.760923 4.058702 0.0 0.0 -0.1
H -3.346199 -4.219127 6.338072 0.0 0.0 0.0
H -4.324139 -2.939174 5.577601 0.0 -0.1 0.0
H 0.376416 -1.467189 -6.636849 -0.1 0.0 0.0
H -0.199325 0.135894 -6.170872 -0.1 0.0 0.0
H 1.619835 5.754383 2.021981 -0.1 0.1 0.0
H -6.203504 -3.353361 1.454589 0.0 0.0 0.0
H -0.089350 2.119357 1.747503 -0.2 0.2 0.0
H -1.098430 3.567319 3.435891 -0.1 0.0 0.1
H 3.128117 2.237866 -4.981816 0.1 -0.1 0.0
H 2.477886 -0.500398 -7.492386 0.0 0.0 -0.1
H 3.692176 0.631853 -5.514241 0.0 0.0 0.1
H 4.321162 1.537809 -0.705557 0.2 0.0 0.0
H -6.392463 -1.799052 2.318304 0.0 0.0 0.0
H 1.304328 2.179919 -6.626379 0.0 0.1 0.0
H 2.276435 -1.281039 -5.068089 0.0 0.0 0.1
H 1.035706 -1.393348 3.057181 -0.1 -0.2 0.1
H -4.624069 -1.829817 0.863042 -0.1 0.0 0.0
H 0.741434 -1.071692 -4.209385 0.1 0.0 0.0
H 1.115250 0.327799 -8.251198 0.0 0.0 -0.1
H 4.119963 1.240322 -3.151519 0.1 0.0 -0.1
H 2.107018 4.232466 0.128101 0.1 -0.1 0.1
H -0.400225 -1.509267 1.331322 0.2 0.0 0.0
H 0.384938 4.521016 3.567303 0.0 0.1 0.1
H 2.952455 5.052316 2.952571 0.0 0.0 0.1
H 3.540196 3.613400 0.985947 0.0 0.2 -0.1
H -7.028339 -3.301466 3.031269 0.0 0.0 -0.1
H -0.458535 0.933446 -3.815261 -0.1 -0.1 0.1
H -0.427540 -1.081896 -0.836770 0.1 0.0 0.1
H 3.284814 5.984933 1.487452 0.0 0.1 0.0
H -0.029784 3.805364 1.178972 0.1 -0.1 0.0
H 1.165533 -3.026280 2.348794 0.0 0.0 0.0
H 0.384007 2.823435 4.049501 0.0 -0.1 0.1
H -4.373169 -4.597982 4.932086 0.1 0.1 0.1
```
Forces are in eV/Å.

Its orbital gap is 0.2872 Eh. For the lowest unoccupied orbital energy, the calculation gives 0.224 eV. The relative energy (zero: lowest compared OMol25 entry of this formula, charge and spin) is 3.508 eV. The spin multiplicity is 1. The calculation puts the total energy at -2064.8961 Ha.



No. 3
Here is C27H38Cl2N4S4Sr as an isolated structure from the Open Molecules 2025 dataset. Energies are from ωB97M-V with the def2-TZVPD basis set.

Structure (XYZ):
```
76
Properties=species:S:1:pos:R:3:forces:R:3
Sr -0.369968 -0.691584 0.111546 0.0 0.4 -0.2
Cl 2.189127 -3.076287 0.350148 0.0 -0.1 0.1
Cl -0.806079 -7.265952 2.662346 0.0 0.0 0.0
S -1.053356 2.102756 1.612487 0.0 0.2 0.0
S -3.533126 0.421706 1.065697 0.0 0.0 0.0
S -1.776075 2.112026 -1.635645 0.0 -0.7 -0.3
S 1.434865 2.185756 -0.201093 0.1 0.0 -0.1
N 1.972228 -0.213123 -2.999715 0.0 -0.2 0.0
N 2.535233 -0.890275 -3.928572 -0.1 0.0 0.2
N 2.144847 -2.168575 -3.772514 0.0 0.0 -0.3
N 1.208753 -1.020657 -2.226258 -0.2 0.2 0.2
C 1.012695 -1.089460 2.317703 0.2 0.1 0.2
C -1.982991 -3.624292 0.161379 -0.2 0.2 -0.3
C 4.276648 0.697062 1.620886 -0.1 0.0 0.0
C -3.574026 1.657859 2.407937 0.0 -0.1 -0.1
C 4.266848 -1.345821 0.386158 -0.1 -0.1 0.0
C 4.913771 -0.173514 0.738329 0.1 0.1 0.0
C -2.187366 1.894453 3.003116 0.1 -0.1 -0.1
C -2.096557 -4.907542 2.238571 0.0 0.0 0.0
C 0.438185 2.776062 2.370165 -0.1 0.1 -0.1
C -1.190050 -4.666930 -0.362862 0.2 0.0 0.2
C -0.831470 -5.773890 0.390935 0.0 0.1 -0.1
C -2.273887 -2.421821 -0.608044 0.1 -0.1 -0.1
C -0.745860 3.581090 -1.446637 0.0 -0.1 0.1
C -4.126813 1.355677 -0.379039 0.1 0.1 0.2
C 2.332733 -0.793011 1.814570 -0.3 -0.2 0.3
C -3.334479 2.580063 -0.845035 0.1 0.0 0.1
C 3.036374 0.393221 2.145705 0.2 -0.1 -0.3
C 3.268292 -4.883137 -2.940183 0.0 0.0 -0.1
C 1.335695 3.303250 1.244237 -0.2 -0.2 0.0
C -2.444958 -3.801743 1.481244 0.2 0.0 0.1
C 4.941870 -3.238948 -3.856630 0.0 0.0 0.0
C 2.569253 -3.208000 -4.706669 0.2 -0.1 0.1
C 0.737088 3.214763 -1.527301 -0.1 0.0 0.2
C -1.277216 -5.884804 1.697168 0.0 -0.1 0.0
C 1.324489 -2.227123 -2.727284 0.0 0.0 0.1
C 3.702493 -4.076331 -4.161592 0.0 0.0 0.1
C 3.016334 -1.630054 0.910194 0.1 0.2 -0.3
H -1.868511 1.036393 3.597141 0.0 0.0 0.1
H 0.945919 2.619093 -2.418651 0.0 0.1 -0.1
H -2.185136 2.788064 3.628291 0.0 0.0 0.0
H 5.282998 -2.694970 -4.739668 0.0 0.0 0.0
H 4.765022 1.622032 1.906935 0.0 0.0 0.0
H 0.171682 3.583350 3.053995 0.1 0.0 0.0
H 5.756142 -3.878678 -3.514452 0.0 0.0 0.0
H -0.971910 4.293437 -2.240699 0.0 0.0 0.0
H -3.950781 3.128101 -1.558155 0.0 0.0 0.0
H -2.182541 -2.579205 -1.688222 -0.1 0.0 0.0
H 2.351826 3.433536 1.611970 0.0 0.1 0.0
H -3.074970 -3.034320 1.918619 0.0 0.0 0.0
H 1.319752 4.134357 -1.587803 0.1 0.0 -0.1
H 2.571831 1.074893 2.841233 0.1 0.0 0.2
H 3.941267 -4.772430 -4.970921 0.0 0.0 0.0
H -2.458425 -5.020085 3.252491 0.0 0.0 0.0
H -5.151504 1.665461 -0.173761 0.0 -0.1 -0.1
H -4.251786 1.280703 3.171276 0.0 0.1 0.0
H -3.985455 2.577974 1.992277 0.0 0.0 0.1
H 1.701646 -3.819953 -4.949828 -0.1 0.0 0.0
H 5.890380 0.055623 0.333412 0.0 0.0 0.0
H -1.000508 4.030369 -0.485059 0.1 0.1 0.0
H -3.084474 3.246390 -0.016904 -0.1 0.0 0.1
H 4.729002 -2.050623 -0.294937 0.0 0.0 0.0
H 4.734609 -2.508966 -3.070124 0.0 0.0 0.0
H 4.025308 -5.627453 -2.691625 0.0 0.0 0.0
H 2.890171 -2.686163 -5.605120 0.0 0.1 0.0
H 0.931073 1.986024 2.923969 0.0 0.0 0.1
H -4.148870 0.587179 -1.154378 -0.1 0.1 -0.1
H 0.847465 -3.118089 -2.351293 0.0 0.0 -0.1
H 0.963386 4.258555 0.874489 0.0 0.0 0.1
H 0.728227 -0.471018 3.171443 0.1 0.0 0.0
H -0.844930 -4.596759 -1.391258 0.0 0.0 0.0
H 3.140197 -4.241437 -2.065394 0.0 0.0 0.0
H -3.242868 -1.977093 -0.368127 0.0 -0.1 0.0
H 0.828047 -2.144398 2.520643 0.0 0.0 -0.1
H -0.212147 -6.554182 -0.034125 0.0 0.0 0.0
H 2.329727 -5.414749 -3.121777 0.0 0.0 0.0
```
Forces are in eV/Å.

Its orbital gap is 0.2217 Eh. For the lowest unoccupied orbital energy, the calculation gives 0.101 eV. The relative energy (zero: lowest compared OMol25 entry of this formula, charge and spin) is 0.432 eV. The spin multiplicity is 1. The calculation puts the total energy at -3814.4805 Ha.